Entry 1:
Formula: C28H75BrN21O11
Source: the Open Molecules 2025 dataset
Level of theory: ωB97M-V/def2-TZVPD

Positions of all 136 atoms, in Å:
C1 -1.1232 -0.5684 2.4914
C2 -2.6059 -0.5941 1.8424
C3 -2.8332 0.5437 0.7288
C4 -1.7023 0.4966 -0.4465
C5 -1.9622 1.7610 -1.3735
C6 -0.9374 2.0407 -2.5596
C7 0.6429 2.0716 -2.1511
C8 0.8956 3.0767 -0.9338
C9 2.2082 2.8962 -0.0487
C10 2.1506 1.6350 0.9926
Br1 3.9389 3.0405 -1.0238
C11 1.3004 0.6158 -2.0327
C12 1.2046 -0.3100 -3.3416
C13 2.4029 -1.4112 -3.1935
C14 -0.1504 -1.1888 -3.4318
N1 1.3663 0.4378 -4.6253
O1 1.8541 -0.2943 -5.6026
C15 2.0626 1.7497 -4.4659
C16 1.9647 2.4612 -5.9376
C17 3.6700 1.6067 -4.2229
C18 1.3426 2.7766 -3.4624
H1 -0.9153 0.3945 3.0780
H2 -1.1259 -1.4187 3.2800
H3 -0.3010 -0.7728 1.7172
H4 -3.3256 -0.3841 2.7193
H5 -2.7845 -1.6299 1.3766
H6 -3.8965 0.5916 0.3167
H7 -2.6442 1.5559 1.2676
H8 -1.8279 -0.5224 -0.9419
H9 -0.7126 0.6502 0.0975
H10 -2.0538 2.7245 -0.7446
H11 -3.0093 1.6249 -1.8497
H12 -1.1929 3.1037 -2.9440
H13 -1.1307 1.3548 -3.4623
H14 0.0213 3.1543 -0.1789
H15 0.9588 4.1387 -1.3925
H16 2.2177 3.8106 0.6623
H17 1.3257 0.8935 0.7375
H18 2.1623 1.9775 2.0823
H19 3.1480 1.0727 0.8257
H20 0.8773 -0.0273 -1.1696
H21 2.4292 0.6905 -1.7858
H22 2.1270 -2.4225 -3.6483
H23 3.3749 -1.0779 -3.6820
H24 2.5456 -1.5944 -2.0669
H25 0.0269 -2.2160 -3.9322
H26 -0.6089 -1.4182 -2.4137
H27 -0.8847 -0.6520 -4.1462
H28 1.8368 3.6025 -5.8064
H29 2.9521 2.3428 -6.5237
H30 1.0658 2.0891 -6.5318
H31 4.1166 1.1597 -5.1813
H32 3.9369 0.9628 -3.3186
H33 4.0727 2.6693 -4.0379
H34 2.0820 3.6096 -3.1551
H35 0.5572 3.3302 -4.1078
C19 6.3095 -1.1185 -3.1790
O2 5.5221 -0.3025 -2.7207
N2 6.3587 -1.4233 -4.4949
N3 7.1988 -1.7867 -2.4087
H36 6.9977 -2.0909 -4.8930
H37 5.7111 -0.9450 -5.1011
H38 7.1929 -1.5865 -1.4213
H39 7.8530 -2.4598 -2.7660
C20 -2.6008 -4.3636 3.7116
O3 -1.5884 -3.6902 3.8495
N4 -2.5722 -5.6388 3.2611
N5 -3.8355 -3.8936 3.9965
H40 -3.3915 -6.2073 3.1409
H41 -1.6701 -6.0267 3.0363
H42 -3.8989 -2.9469 4.3348
H43 -4.6792 -4.4323 3.8902
C21 -6.3874 -5.7811 6.1211
O4 -5.9899 -5.4625 5.0102
N6 -5.7615 -5.3946 7.2557
N7 -7.4860 -6.5470 6.3099
H44 -6.0703 -5.6446 8.1778
H45 -4.9377 -4.8225 7.1540
H46 -7.9788 -6.8544 5.4864
H47 -7.8290 -6.8199 7.2132
C22 -3.4775 4.0600 2.6945
O5 -3.7605 3.1385 1.9433
N8 -4.3631 4.5790 3.5775
N9 -2.2567 4.6418 2.7097
H48 -4.1496 5.3354 4.2052
H49 -5.2848 4.1716 3.5977
H50 -1.5692 4.2834 2.0662
H51 -2.0054 5.3999 3.3196
C23 5.1204 0.4769 4.2866
O6 5.6169 0.1911 5.3657
N10 4.5025 -0.4317 3.4988
N11 5.1436 1.7321 3.7822
H52 4.0912 -0.2116 2.6091
H53 4.4598 -1.3800 3.8372
H54 5.5961 2.4428 4.3359
H55 4.7398 1.9867 2.8976
C24 -1.9761 -5.2074 -2.4376
O7 -2.1847 -5.8595 -1.4270
N12 -2.9743 -4.6794 -3.1845
N13 -0.7283 -4.9531 -2.8963
H56 -2.8245 -4.1391 -4.0178
H57 -3.9199 -4.8468 -2.8724
H58 0.0413 -5.3265 -2.3639
H59 -0.5354 -4.4181 -3.7237
C25 2.7760 3.5224 6.9031
O8 1.9840 4.3329 7.3594
N14 2.8355 3.2223 5.5846
N15 3.6634 2.8528 7.6745
H60 3.4801 2.5594 5.1910
H61 2.1905 3.6992 4.9754
H62 3.6511 3.0479 8.6627
H63 4.3218 2.1818 7.3174
C26 -4.8233 8.6144 3.5357
O9 -4.2003 8.4509 4.5742
N16 -5.1341 9.8410 3.0561
N17 -5.2544 7.5803 2.7779
H64 -5.6446 9.9962 2.2056
H65 -4.8285 10.6357 3.5949
H66 -5.0386 6.6525 3.1083
H67 -5.7670 7.6877 1.9212
C27 7.6348 -3.7888 -7.6252
O10 8.1153 -3.1254 -6.7174
N18 6.3160 -3.7668 -7.9261
N19 8.3818 -4.6018 -8.4064
H68 5.9025 -4.3036 -8.6670
H69 5.7261 -3.1723 -7.3656
H70 9.3697 -4.6446 -8.2124
H71 8.0081 -5.1547 -9.1564
C28 -6.1980 -3.3029 -0.7446
O11 -6.5045 -4.2317 -1.4775
N20 -7.0589 -2.7646 0.1504
N21 -4.9720 -2.7336 -0.7658
H72 -6.8264 -2.0022 0.7611
H73 -7.9831 -3.1630 0.1955
H74 -4.3041 -3.1093 -1.4205
H75 -4.6978 -1.9696 -0.1736

Properties
Frontier orbital gap (spin up / spin down) (hartree): 0.31550 / 0.34632
LUMO (spin up / spin down) (eV): 0.22 / 0.22
Multiplicity: 2

Entry 2:
Formula: C2H5NS2
Source: the Open Molecules 2025 dataset
Level of theory: ωB97M-V/def2-TZVPD

Positions of all 10 atoms, in Å:
C1 -0.0441 1.0608 -0.1303
N1 -0.1624 -0.3253 -0.1492
S1 -1.8762 -0.7151 -0.0755
C2 0.8878 -1.0826 -0.2577
S2 2.4187 -0.5217 0.0340
H1 0.4543 1.3150 0.8171
H2 0.6274 1.6156 -0.8441
H3 -1.0048 1.7649 -0.1396
H4 -1.9898 -0.9398 1.3490
H5 0.6891 -2.1718 -0.6037

Properties
Energy above the lowest of the compared OMol25 structures with the same formula, charge and spin (kcal per mole): 49.3
Frontier orbital gap (hartree): 0.32101
LUMO (eV): 0.23
Structure (SMILES): CN(S)C=S

Entry 3:
Formula: C43H105N3O11
Source: the Open Molecules 2025 dataset
Level of theory: ωB97M-V/def2-TZVPD

Positions of all 162 atoms, in Å:
C1 -10.4879 -6.7572 13.4066
C2 -10.4090 -7.9723 14.3059
O1 -11.6168 -8.6562 14.4066
H1 -10.8195 -5.8473 13.9068
H2 -11.2495 -6.7784 12.6272
H3 -9.4963 -6.5773 12.9914
H4 -10.3399 -7.6065 15.3303
H5 -9.6276 -8.7225 14.1846
H6 -11.4947 -9.2717 15.1330
C3 -5.1550 -6.4616 12.7739
C4 -4.3219 -7.0295 11.6288
O2 -4.5624 -6.2298 10.5318
H7 -5.3334 -7.2794 13.4721
H8 -6.0326 -5.9346 12.3994
H9 -4.6490 -5.7192 13.3910
H10 -4.5770 -8.0694 11.4246
H11 -3.2464 -6.9491 11.7868
H12 -3.7105 -5.8077 10.3987
C5 -7.4554 -8.3322 5.4223
C6 -6.9536 -9.6422 4.8363
O3 -6.9724 -10.6255 5.8538
H13 -8.5235 -8.1342 5.3332
H14 -6.9278 -7.5018 4.9529
H15 -7.2910 -8.3356 6.4998
H16 -5.9329 -9.5270 4.4716
H17 -7.5584 -9.9879 3.9980
H18 -6.6270 -11.4025 5.4081
C7 -9.4632 -12.2104 14.9326
C8 -10.4443 -11.8542 16.1121
O4 -10.4816 -10.4234 16.3154
H19 -9.6378 -13.2564 14.6809
H20 -8.3966 -12.0962 15.1263
H21 -9.6916 -11.6972 13.9985
H22 -10.2005 -12.3402 17.0568
H23 -11.4801 -12.1510 15.9476
H24 -11.0462 -10.2993 17.0819
C9 -10.3486 -15.7675 6.6347
C10 -9.1508 -15.3195 5.7059
O5 -9.5412 -14.0564 5.2795
H25 -10.1397 -16.6817 7.1903
H26 -11.2779 -15.8588 6.0724
H27 -10.4714 -14.9801 7.3784
H28 -9.1107 -15.8807 4.7724
H29 -8.1692 -15.3874 6.1749
H30 -8.7229 -13.6298 5.0148
C11 -6.6942 -14.8223 11.4591
C12 -7.8915 -14.0095 11.8727
O6 -8.7970 -13.7306 10.8350
H31 -5.7859 -14.4317 11.9180
H32 -6.7215 -14.7213 10.3742
H33 -6.7800 -15.9073 11.5189
H34 -7.6976 -13.0562 12.3643
H35 -8.4507 -14.5667 12.6244
H36 -8.5107 -12.9535 10.3496
C13 -3.7332 -7.0258 5.4134
C14 -3.5713 -7.4853 6.8808
O7 -4.2188 -6.4813 7.7020
H37 -3.0293 -6.2423 5.1329
H38 -4.7637 -6.6860 5.3098
H39 -3.6687 -7.8884 4.7500
H40 -2.5417 -7.5764 7.2269
H41 -4.0831 -8.4397 7.0043
H42 -4.7838 -6.8192 8.4007
C15 -12.4647 -14.2339 12.1244
C16 -11.9275 -15.6966 12.1862
O8 -10.5996 -15.6119 12.6809
H43 -11.9297 -13.8898 11.2392
H44 -12.2325 -13.5798 12.9648
H45 -13.5348 -14.1366 11.9414
H46 -12.1288 -16.3570 11.3427
H47 -12.5250 -16.2906 12.8778
H48 -10.0536 -15.1510 12.0398
C17 -14.8637 -12.0277 9.6736
C18 -15.4337 -10.6149 9.9105
C19 -14.9050 -10.1932 11.3306
C20 -15.0998 -8.6993 11.5949
C21 -14.3892 -7.9345 10.4270
C22 -14.8085 -8.2924 8.9712
N1 -14.8245 -9.7631 8.8565
O9 -14.9994 -10.1825 7.5319
C23 -16.1101 -7.5974 8.6415
C24 -13.6290 -7.6744 8.0952
C25 -16.9632 -10.6087 9.8401
H49 -13.8278 -11.8475 9.3861
H50 -15.4577 -12.5605 8.9311
H51 -14.8595 -12.5872 10.6090
H52 -15.3683 -10.8142 12.0973
H53 -13.8710 -10.4994 11.4900
H54 -14.5949 -8.5013 12.5404
H55 -16.1695 -8.4933 11.6326
H56 -13.3037 -7.9828 10.5137
H57 -14.6633 -6.8977 10.6216
H58 -16.6687 -8.1037 7.8543
H59 -16.8631 -7.5970 9.4297
H60 -15.9679 -6.5807 8.2753
H61 -13.7134 -8.0956 7.0935
H62 -13.6957 -6.5894 8.0154
H63 -12.6242 -7.8555 8.4770
H64 -17.3251 -9.5942 10.0076
H65 -17.3471 -11.1942 10.6755
H66 -17.2144 -10.9634 8.8405
H67 -14.1084 -10.4600 7.3070
C26 -10.7438 -12.2261 8.6165
C27 -10.2221 -10.7992 8.9612
C28 -11.1368 -10.2081 10.0137
C29 -10.5064 -9.0306 10.7640
C30 -9.0950 -9.2826 11.2480
C31 -8.1046 -9.7638 10.0844
N2 -8.8308 -10.9146 9.3817
O10 -8.0119 -11.6360 8.5122
C32 -7.6966 -8.6306 9.1382
C33 -6.7781 -10.2824 10.6946
C34 -10.3471 -9.9058 7.7192
H68 -11.8212 -12.2006 8.4533
H69 -10.6529 -12.9121 9.4587
H70 -10.2027 -12.6129 7.7529
H71 -12.1660 -10.0648 9.6846
H72 -11.3175 -10.8837 10.8498
H73 -11.2039 -8.7422 11.5504
H74 -10.5020 -8.1831 10.0785
H75 -9.1984 -10.0230 12.0412
H76 -8.7409 -8.4049 11.7886
H77 -6.9092 -8.0346 9.5997
H78 -7.1328 -9.1778 8.3827
H79 -8.5749 -8.0867 8.7905
H80 -6.9583 -11.1440 11.3375
H81 -6.0418 -10.6624 9.9864
H82 -6.3907 -9.4875 11.3319
H83 -10.4161 -8.8410 7.9416
H84 -11.1965 -10.2518 7.1302
H85 -9.6249 -10.0350 6.9132
H86 -7.9932 -11.0463 7.7549
C35 -12.8698 -16.4073 2.9998
C36 -13.2498 -15.0202 2.3753
C37 -14.7699 -14.7587 2.7753
C38 -15.2165 -13.2753 2.5702
C39 -14.2274 -12.4272 3.4054
C40 -12.6658 -12.5976 3.1203
N3 -12.3894 -14.0184 3.0109
O11 -10.9904 -14.2560 2.8596
C41 -12.3258 -11.9047 1.7635
C42 -11.8822 -11.9245 4.1755
C43 -13.1659 -15.1308 0.8621
H87 -11.8250 -16.6321 2.7854
H88 -13.4876 -17.1540 2.5010
H89 -13.1468 -16.4397 4.0535
H90 -15.4095 -15.4641 2.2448
H91 -14.9541 -15.0698 3.8036
H92 -16.2287 -13.0947 2.9321
H93 -15.1433 -12.9367 1.5368
H94 -14.5188 -12.5194 4.4517
H95 -14.4705 -11.4308 3.0365
H96 -12.9246 -12.1461 0.8852
H97 -12.5169 -10.8376 1.8766
H98 -11.3050 -12.1805 1.4990
H99 -11.7114 -12.5483 5.0529
H100 -10.8702 -11.6905 3.8452
H101 -12.3286 -10.9813 4.4903
H102 -13.7430 -14.3776 0.3258
H103 -13.6163 -16.0728 0.5494
H104 -12.1526 -15.1351 0.4603
H105 -10.7461 -14.3874 3.7787

Properties
Energy above the lowest of the compared OMol25 structures with the same formula, charge and spin (kcal per mole): 0.0
Frontier orbital gap (spin up / spin down) (hartree): 0.27721 / 0.12413
LUMO (spin up / spin down) (eV): -2.25 / -6.42
Net charge: +1
Multiplicity: 2

Question: Which formula does entry 2 have?
Answer: C2H5NS2